C25H32BeBr3CaClF6IN6O19S2 as an isolated structure, computed with ωB97M-V/def2-TZVPD.

Summary:
**Charge**: -1
**Lowest unoccupied orbital energy**: -0.200 Ha
**2S+1**: 1
**Strongest force on any atom**: 7.5 eV Å⁻¹
**Kohn-Sham gap**: 1.02 eV

Last column: Mulliken charge in e.
Atoms and positions in Å:
C  -1.262  4.414  -0.635  -0.864
C  -1.419  3.997  -2.206  -0.285
O  -0.347  4.679  -2.901  -0.281
C  0.279  3.931  -3.936  0.756
O  -0.215  2.969  -4.676  -0.763
C  1.776  4.353  -4.288  -0.493
C  2.567  5.109  -3.113  -0.373
C  3.763  4.204  -2.484  -0.997
C  3.061  2.855  -1.967  0.384
C  3.131  1.481  -2.716  -0.569
C  2.360  0.287  -2.109  -0.674
C  1.505  0.363  -0.788  0.365
N  0.809  -0.816  -0.348  -0.353
C  0.048  -0.569  0.885  1.305
C  -0.847  -1.796  1.533  -0.661
I  -2.777  -1.893  0.508  0.466
C  -0.045  -3.216  1.584  0.514
C  -0.425  -4.250  0.378  -0.622
C  0.057  0.795  1.624  -0.553
N  0.746  1.972  1.205  -0.462
C  1.446  1.714  -0.031  0.364
C  2.241  2.922  -0.661  -0.169
H  -2.074  3.872  -0.024  0.303
H  -1.316  5.543  -0.483  0.317
H  -0.258  3.959  -0.300  0.048
H  -2.399  4.434  -2.584  0.368
H  -1.358  2.861  -2.226  0.285
H  2.422  3.464  -4.642  0.240
H  1.712  5.056  -5.204  0.372
H  1.913  5.542  -2.285  0.309
H  3.095  6.015  -3.608  0.245
H  4.577  4.015  -3.259  0.373
H  4.128  4.787  -1.559  0.348
H  3.706  1.346  -3.696  0.346
H  2.398  -0.720  -2.654  0.177
H  -1.048  -1.482  2.623  -0.251
H  -0.383  -3.743  2.578  0.166
H  1.078  -3.022  1.607  0.049
H  -0.375  -3.769  -0.691  -0.192
H  0.288  -5.145  0.341  0.310
H  -1.480  -4.669  0.525  0.332
H  -0.555  0.869  2.598  0.431
H  2.196  3.938  -0.125  0.335
Cl  -3.449  2.451  -3.903  -0.367
C  5.733  -5.187  -0.178  -1.378
C  4.267  -5.200  0.189  0.489
C  3.795  -3.932  0.835  -0.273
O  2.729  -4.376  1.657  -0.256
C  2.991  -5.684  1.963  0.515
O  2.403  -6.312  2.795  -0.551
O  4.005  -6.171  1.200  -0.309
H  6.366  -5.184  0.714  0.371
H  5.986  -6.092  -0.738  0.231
H  5.982  -4.319  -0.795  0.361
H  3.661  -5.449  -0.690  0.235
H  3.437  -3.206  0.104  0.221
H  4.550  -3.455  1.468  0.273
Ca  -0.555  -2.218  -1.466  1.050
N  5.861  6.796  -3.255  1.026
O  6.003  6.634  -2.031  -0.566
O  6.554  6.143  -4.052  -0.580
O  5.022  7.609  -3.681  -0.589
N  -5.903  0.001  1.147  1.027
O  -5.109  0.780  0.588  -0.569
O  -5.472  -0.897  1.887  -0.562
O  -7.122  0.123  0.962  -0.558
Be  -1.844  -5.003  2.807  0.090
C  -2.078  2.956  -7.969  -0.455
Br  -3.922  3.109  -8.554  -0.023
Br  -0.978  4.400  -8.651  -0.012
Br  -1.942  2.808  -6.032  0.564
H  -1.686  2.030  -8.389  0.399
C  -8.349  3.078  -1.531  -0.474
O  -9.132  2.521  -0.489  -0.512
H  -9.015  3.522  -2.273  0.243
H  -7.693  3.853  -1.125  0.229
H  -7.753  2.294  -2.004  0.205
H  -8.518  2.135  0.153  0.313
N  5.086  -8.324  -2.542  1.005
O  4.419  -7.277  -2.434  -0.579
O  6.270  -8.345  -2.168  -0.585
O  4.567  -9.343  -3.022  -0.616
C  -0.781  -1.189  5.618  0.608
F  -0.303  -0.686  4.450  -0.193
F  -0.432  -2.496  5.643  -0.248
F  -0.073  -0.600  6.605  -0.238
S  -2.581  -0.945  5.814  0.932
O  -3.168  -1.661  4.692  -0.609
O  -2.756  0.495  5.778  -0.656
N  -2.711  -1.636  7.232  -0.284
S  -4.195  -1.628  7.798  1.038
O  -5.149  -2.480  7.114  -0.639
O  -4.715  -0.339  8.216  -0.643
C  -3.837  -2.504  9.360  0.648
F  -2.938  -1.842  10.125  -0.240
F  -3.310  -3.733  9.149  -0.239
F  -4.933  -2.683  10.124  -0.214

Cartesian forces, eV/Å:
0.2 -1.1 -0.8
-1.3 0.9 2.7
1.8 -3.1 -3.0
0.0 -1.6 -1.6
3.1 4.0 5.6
-0.1 0.9 0.4
1.2 0.8 -0.8
-1.9 -0.3 0.7
-1.5 -1.8 2.1
-2.7 -0.8 3.5
0.4 2.8 0.4
1.1 1.0 -1.2
-1.0 4.3 3.6
1.0 0.8 -0.8
2.4 0.9 0.6
0.1 0.4 0.5
-0.4 0.3 -1.0
0.6 0.0 0.4
0.9 0.3 -1.3
-0.5 -5.6 -2.4
1.3 1.1 -1.1
0.7 -1.8 -2.1
1.1 1.0 -1.0
0.2 -1.6 -0.2
-1.5 1.1 -0.3
1.4 -1.0 0.4
0.0 1.6 -0.6
-1.6 1.1 0.5
-0.1 -1.1 1.4
0.7 -0.9 -1.2
-0.8 -1.4 1.0
-1.0 0.2 1.2
-0.1 -1.0 -1.6
-0.9 0.2 1.7
0.0 1.6 0.9
-0.1 -0.4 -1.9
0.9 1.0 -1.8
-1.7 -0.3 0.1
0.3 -3.3 2.9
-0.9 1.4 0.1
1.3 0.7 -0.3
1.1 -0.1 -1.7
0.0 -1.9 -0.8
-0.4 -0.4 -0.7
0.3 -0.5 -0.1
1.1 0.1 -0.8
0.2 0.7 -0.2
-0.1 -0.5 0.2
0.0 -1.2 0.6
0.2 0.7 -0.7
-0.9 0.5 0.7
-0.2 0.2 0.0
-0.1 0.1 -0.1
-0.1 -0.1 0.0
0.0 -0.1 0.0
-0.1 0.0 0.1
0.0 -0.1 -0.1
-0.6 2.3 -1.2
0.1 0.0 0.0
-0.1 -0.1 0.0
-0.1 -0.1 0.0
-0.1 -0.1 0.0
-0.4 -0.1 0.2
0.2 0.0 -0.2
0.1 0.0 -0.3
0.2 0.1 -0.1
-0.9 -0.7 0.7
-0.7 -0.2 -0.7
0.3 0.0 0.1
-0.2 -0.3 0.4
-1.3 0.3 -1.4
-0.1 0.2 0.1
0.0 -0.2 0.3
0.0 0.0 0.1
0.0 -0.1 0.1
0.1 0.1 -0.2
0.1 0.1 -0.2
-0.2 -0.1 -0.2
0.2 -0.6 -0.1
-0.3 0.4 0.1
-0.1 0.2 0.0
0.0 0.2 0.0
1.7 -0.6 1.3
-0.4 0.0 0.0
-0.4 0.5 -0.3
-0.6 -0.1 -0.6
-0.8 1.0 -1.0
0.7 0.0 0.6
0.4 -1.1 0.2
-0.4 0.4 -0.9
-2.5 0.3 0.5
1.1 0.3 0.3
0.9 -0.8 -0.3
0.9 -1.0 1.6
-0.4 0.0 -0.5
-0.3 0.5 -0.2
0.2 0.3 -0.8

---

A 2-piece molecular cluster, C3H9NO overall, computed with ωB97M-V/def2-TZVPD.

Summary:
**Charge**: 0
**Energy relative to the best compared isomer or geometry (same formula, charge and spin)**: 34.0 kcal per mole
**Lowest unoccupied orbital energy**: 0.028 Ha
**2S+1**: 1
**Strongest force on any atom**: 1.6 eV Å⁻¹
**Kohn-Sham gap**: 8.67 eV

Last column: Mulliken charge in e.
Atoms and positions in Å:
C  2.458  0.590  -0.414  -1.040
C  1.026  0.221  -0.422  -0.081
C  0.464  -0.193  0.720  -0.234
N  -0.778  -0.894  0.850  -0.487
H  2.682  1.655  -0.571  0.262
H  2.968  0.351  0.514  0.305
H  3.026  -0.009  -1.130  0.280
H  0.434  0.143  -1.327  0.308
H  0.909  -0.031  1.699  0.253
H  -0.752  -1.394  1.724  0.223
H  -1.673  -0.457  0.676  0.240
O  -3.352  -0.045  -0.485  -0.624
H  -4.297  -0.089  -0.442  0.299
H  -3.113  0.152  -1.391  0.296

Cartesian forces, eV/Å:
1.1 0.7 -0.3
-0.6 -0.6 1.4
-1.3 -0.1 -0.3
0.8 0.1 0.0
-0.1 -0.2 -0.4
-0.4 -0.1 0.5
-0.1 0.2 -0.4
0.3 -0.1 -0.2
0.7 -0.2 -0.3
-0.5 0.1 0.1
0.2 0.1 -0.2
0.7 0.0 0.3
-0.7 0.0 -0.1
-0.1 0.0 -0.2

---

A 7-piece molecular cluster, C21H56O21S7 overall, computed with ωB97M-V/def2-TZVPD.

Summary:
**Charge**: 0
**Energy relative to the best compared isomer or geometry (same formula, charge and spin)**: 11.2 kcal per mole
**Lowest unoccupied orbital energy**: 0.006 Ha
**2S+1**: 1
**Strongest force on any atom**: 1.8 eV Å⁻¹
**Kohn-Sham gap**: 11.19 eV

Last column: Mulliken charge in e.
Atoms and positions in Å:
C  -1.161  -1.987  -0.040  0.574
C  -0.981  -1.063  -1.232  -0.721
O  -0.297  0.137  -0.834  0.036
S  1.196  0.388  -1.320  1.405
C  2.093  -0.807  -0.344  -0.859
O  1.304  0.007  -2.687  -0.689
O  1.539  1.705  -0.938  -0.619
H  -1.553  -2.952  -0.356  -0.463
H  -1.841  -1.549  0.694  -0.207
H  -0.230  -2.119  0.513  -0.028
H  -0.524  -1.524  -2.104  0.550
H  -1.983  -0.763  -1.540  0.237
H  3.118  -0.493  -0.512  0.463
H  1.857  -1.759  -0.816  0.380
H  1.669  -0.801  0.652  -0.073
C  -5.040  -5.511  0.610  -1.419
C  -3.959  -5.275  -0.422  0.679
O  -3.424  -6.527  -0.861  -0.345
S  -1.853  -6.697  -0.951  1.171
C  -1.498  -5.802  -2.421  -0.660
O  -1.260  -6.000  0.146  -0.519
O  -1.640  -8.075  -1.179  -0.648
H  -5.283  -4.618  1.183  0.361
H  -4.752  -6.326  1.275  0.346
H  -5.965  -5.846  0.137  0.367
H  -4.407  -4.767  -1.286  0.264
H  -3.208  -4.566  -0.072  -0.336
H  -0.460  -5.978  -2.685  0.357
H  -1.658  -4.745  -2.208  0.059
H  -2.223  -6.111  -3.169  0.347
C  -5.897  1.949  -2.063  -1.287
C  -4.645  2.578  -2.652  -0.185
O  -3.632  1.584  -2.697  -0.184
S  -2.324  1.908  -3.572  1.084
C  -1.530  3.050  -2.499  -0.342
O  -1.559  0.715  -3.600  -0.521
O  -2.734  2.552  -4.772  -0.669
H  -5.741  1.672  -1.017  0.268
H  -6.097  0.997  -2.559  0.327
H  -6.758  2.609  -2.129  0.392
H  -4.881  2.976  -3.640  0.374
H  -4.412  3.459  -2.042  0.254
H  -1.528  2.579  -1.514  -0.060
H  -2.151  3.936  -2.407  0.435
H  -0.501  3.205  -2.805  0.099
C  -2.452  -3.345  3.414  -1.229
C  -1.303  -2.731  4.151  -0.056
O  -0.211  -2.610  3.192  0.009
S  1.209  -2.213  3.731  1.210
C  1.684  -3.611  4.694  -1.192
O  2.059  -2.196  2.592  -0.563
O  1.088  -1.074  4.573  -0.696
H  -3.343  -3.414  4.035  0.476
H  -2.251  -4.335  3.000  0.445
H  -2.704  -2.737  2.541  0.047
H  -1.543  -1.722  4.478  0.106
H  -1.003  -3.346  4.999  0.341
H  1.467  -4.497  4.103  0.332
H  1.067  -3.631  5.589  0.396
H  2.734  -3.472  4.925  0.431
C  4.412  5.274  -7.512  -1.209
C  4.298  4.688  -6.113  -0.321
O  2.918  4.728  -5.695  -0.338
S  2.174  3.340  -5.530  1.207
C  2.852  2.743  -4.010  -0.788
O  0.817  3.686  -5.284  -0.607
O  2.553  2.497  -6.616  -0.645
H  3.803  6.166  -7.611  0.306
H  4.151  4.503  -8.237  0.286
H  5.465  5.493  -7.705  0.373
H  4.674  3.666  -6.065  0.389
H  4.869  5.281  -5.397  0.397
H  2.208  3.116  -3.221  0.196
H  3.874  3.087  -3.873  0.466
H  2.818  1.655  -4.032  0.255
C  4.224  0.178  2.243  -1.042
C  5.015  1.186  1.435  -0.258
O  5.039  2.512  1.982  -0.313
S  5.958  2.840  3.225  1.195
C  7.561  2.682  2.534  -0.941
O  5.716  4.207  3.523  -0.620
O  5.762  1.849  4.230  -0.612
H  4.011  -0.717  1.652  0.371
H  3.289  0.524  2.676  0.314
H  4.827  -0.270  3.035  0.473
H  6.033  0.823  1.278  0.246
H  4.577  1.246  0.439  0.180
H  7.579  3.331  1.660  0.328
H  7.759  1.650  2.273  0.323
H  8.284  3.080  3.241  0.384
C  -1.797  2.425  1.532  -1.055
C  -2.265  1.381  2.516  0.328
O  -3.232  1.979  3.394  -0.355
S  -3.661  1.164  4.674  1.118
C  -2.332  1.557  5.760  -0.796
O  -4.838  1.784  5.153  -0.663
O  -3.641  -0.226  4.364  -0.557
H  -1.470  3.339  2.033  0.393
H  -2.633  2.724  0.896  0.269
H  -0.981  2.043  0.924  0.100
H  -2.723  0.556  1.965  0.126
H  -1.427  0.940  3.064  0.118
H  -2.532  1.121  6.736  0.368
H  -2.272  2.641  5.776  0.353
H  -1.401  1.116  5.406  0.205

Cartesian forces, eV/Å:
0.5 0.3 0.3
-1.1 -0.4 0.2
0.2 0.5 0.1
-0.5 -1.7 0.0
-1.0 0.5 -1.0
0.2 -0.1 -0.6
0.0 1.1 0.6
0.1 -0.1 0.0
-0.2 0.0 -0.2
0.0 -0.4 -0.2
0.3 0.1 0.1
0.2 0.3 -0.2
0.2 -0.4 0.5
0.3 -0.1 0.0
0.6 0.2 0.3
-0.3 -0.6 0.0
-0.8 1.2 -0.2
0.0 -0.1 0.1
-0.2 0.8 -0.1
-0.3 0.3 0.1
0.3 -0.1 0.3
0.2 -0.7 0.0
0.2 0.1 0.0
0.2 0.2 0.2
0.1 0.0 -0.1
0.1 -0.3 -0.1
0.4 -0.5 0.3
0.0 -0.1 -0.2
0.1 0.0 0.0
0.3 -0.2 -0.2
0.4 -0.8 0.3
-1.6 0.7 0.1
0.4 -0.1 0.0
0.0 0.7 0.2
-0.2 -0.3 0.8
0.0 -0.6 0.0
-0.1 0.1 -0.2
0.0 0.2 0.0
-0.2 0.2 -0.3
0.0 0.0 -0.1
0.3 -0.3 -0.2
0.6 -0.3 0.1
0.1 -0.1 -0.1
0.3 0.3 -0.4
-0.1 0.3 -0.3
-0.5 -0.2 -0.8
-0.1 0.2 -0.2
0.0 -0.3 0.0
0.0 -0.7 0.2
-0.6 0.1 0.1
0.2 0.3 -0.7
-0.1 0.6 0.4
0.1 0.1 0.1
0.3 -0.1 0.3
-0.1 0.2 0.2
-0.1 0.0 0.2
0.1 0.0 0.0
0.3 -0.1 -0.1
0.2 0.0 0.2
0.0 -0.2 0.0
0.6 -0.8 0.2
0.2 0.4 -0.2
0.0 0.1 0.1
0.1 0.3 0.4
0.0 -0.3 0.0
-0.4 0.0 -0.1
0.1 -0.3 -0.1
0.0 0.0 -0.1
-0.4 0.2 -0.1
0.0 0.3 0.0
0.0 0.0 -0.1
-0.2 0.1 0.1
0.1 0.0 0.1
0.0 0.0 -0.1
-0.1 0.0 0.0
0.6 -1.1 0.4
-0.3 -0.9 -0.1
-0.2 0.2 -0.3
-0.3 -0.2 0.2
0.2 0.5 -0.3
0.0 0.4 -0.1
0.2 -0.3 0.2
-0.2 0.3 -0.4
0.0 0.3 -0.2
0.0 0.5 0.3
0.1 0.1 0.1
-0.1 0.6 0.1
0.0 -0.1 -0.1
0.1 -0.1 0.1
0.0 -0.2 0.2
-0.3 0.5 0.2
0.5 -0.5 -0.7
0.0 0.1 -0.2
0.5 0.3 0.1
0.2 -0.3 0.0
-0.5 0.3 0.2
0.1 -0.7 -0.1
0.2 -0.1 0.1
0.1 -0.1 -0.1
0.0 -0.1 -0.1
-0.2 0.0 0.2
-0.1 0.2 0.2
-0.2 0.2 0.0
0.1 0.0 0.3
0.0 0.1 -0.2

---

A 3-piece molecular cluster, C23H26F3I2NO overall, computed with ωB97M-V/def2-TZVPD.

Summary:
**Charge**: 0
**Lowest unoccupied orbital energy**: -0.024 Ha
**2S+1**: 1
**Strongest force on any atom**: 9.2 eV Å⁻¹
**Kohn-Sham gap**: 8.25 eV

Last column: Mulliken charge in e.
Atoms and positions in Å:
C  -2.690  -0.596  -1.757  -1.026
C  -2.851  -1.910  -0.770  -0.111
C  -2.409  -3.333  -1.456  -0.727
C  -1.286  -4.188  -0.622  -0.485
C  -1.762  -4.706  0.859  0.307
F  -2.579  -3.835  1.734  -0.384
N  -2.603  -5.961  0.760  -0.485
C  -2.763  -6.507  2.173  0.410
O  -3.748  -7.332  2.598  -0.567
C  -1.508  -5.843  3.053  -0.361
C  -0.536  -5.241  1.863  0.286
C  0.613  -4.105  2.296  -0.520
I  0.295  -1.933  1.895  0.040
C  1.916  -4.516  2.948  0.047
C  3.094  -3.445  3.377  -0.936
I  2.320  -6.643  3.382  0.006
H  -1.559  -0.299  -1.803  0.276
H  -3.171  -0.738  -2.822  0.277
H  -3.282  0.311  -1.258  0.274
H  -4.019  -1.995  -0.540  0.241
H  -2.305  -1.664  0.244  0.088
H  -3.349  -3.983  -1.725  0.312
H  -1.903  -3.053  -2.500  0.340
H  -1.073  -5.171  -1.265  0.317
H  -0.250  -3.602  -0.622  0.261
H  -2.049  -6.737  0.288  0.372
H  -1.006  -6.764  3.571  0.283
H  -1.874  -5.081  3.864  0.292
H  -0.012  -6.026  1.133  0.273
H  2.699  -2.408  3.747  0.331
H  3.667  -3.928  4.299  0.312
H  3.923  -3.326  2.528  0.249
F  -2.332  1.751  -4.038  -0.299
C  -1.449  2.666  -3.618  0.210
C  -0.639  3.312  -4.546  -0.409
C  0.277  4.269  -4.109  -0.463
C  0.381  4.562  -2.747  -0.133
C  -0.434  3.905  -1.823  -0.415
C  -1.357  2.957  -2.261  -0.191
H  -0.727  3.064  -5.598  0.410
H  0.910  4.784  -4.827  0.363
H  1.098  5.305  -2.407  0.183
H  -0.349  4.133  -0.763  0.404
H  -2.004  2.443  -1.558  0.342
F  1.444  4.939  -0.111  -0.198
C  2.327  5.854  0.309  0.567
C  3.137  6.499  -0.619  -0.295
C  4.053  7.456  -0.183  -0.515
C  4.156  7.750  1.179  -0.468
C  3.342  7.093  2.103  -0.409
C  2.418  6.145  1.665  -0.474
H  3.049  6.252  -1.672  0.348
H  4.686  7.972  -0.901  0.349
H  4.874  8.493  1.520  0.355
H  3.427  7.321  3.163  0.348
H  1.772  5.631  2.369  0.397

Cartesian forces, eV/Å:
-0.3 0.1 0.8
-1.4 0.5 -0.1
0.7 0.6 -0.7
-0.3 -0.2 -0.6
1.1 -1.2 1.3
1.4 -1.0 -2.4
0.6 -1.0 1.5
-3.6 -2.0 2.0
6.8 5.4 -3.1
0.2 -1.8 -0.3
-0.6 1.6 -0.9
3.4 -2.8 2.0
0.3 -2.0 0.5
-3.5 3.0 -2.0
0.6 -1.2 0.7
-0.4 1.8 -0.4
-2.1 -0.5 -0.3
1.2 0.1 2.1
1.3 -1.9 -1.0
2.6 0.2 -0.3
-1.1 -0.8 -2.1
1.9 1.2 0.8
-1.0 -0.7 2.2
-0.5 1.9 1.6
-2.4 -1.2 0.4
-1.0 1.4 0.3
-0.9 1.9 -0.8
0.8 -1.4 -1.9
-0.9 1.4 2.2
0.5 -2.1 -1.1
-1.2 1.0 -2.0
-2.1 -0.2 1.7
-0.2 -0.1 -0.1
0.7 0.7 0.3
0.0 -0.1 -0.1
-0.2 -0.2 0.4
0.0 0.0 -0.2
-0.1 -0.1 -0.4
0.0 0.0 -0.1
0.0 0.0 0.1
-0.1 -0.1 0.1
-0.2 -0.2 -0.1
-0.2 -0.1 -0.4
0.1 0.0 -0.1
0.1 0.0 0.2
0.8 0.8 0.4
-0.1 0.0 0.0
-0.2 -0.2 0.4
0.0 0.0 -0.1
0.0 0.0 -0.4
0.0 -0.1 0.0
0.0 0.0 0.1
-0.1 -0.1 0.1
-0.1 -0.1 -0.1
-0.1 -0.1 -0.2
0.1 0.0 -0.1

---

C3H5LiO3Yb as an isolated structure, computed with ωB97M-V/def2-TZVPD.

Summary:
**Charge**: +3
**<S²>**: 0.76
**Energy relative to the best compared isomer or geometry (same formula, charge and spin)**: 5.9 kcal per mole
**Lowest unoccupied orbital energy (alpha / beta)**: -0.514 / -0.587 Ha
**2S+1**: 2
**Strongest force on any atom**: 4.5 eV Å⁻¹
**Kohn-Sham gap (alpha / beta)**: 8.78 / 6.80 eV

Last column: Mulliken spin population.
Atoms and positions in Å:
H  -1.090  0.876  0.582  -0.004
O  -0.352  -0.699  0.706  0.584
C  -1.714  -1.006  0.641  0.092
C  -2.258  0.472  0.943  0.265
C  0.111  1.952  -2.756  0.000
O  0.058  0.957  -2.151  0.000
O  0.166  2.931  -3.353  0.000
Yb  1.062  -1.476  2.552  -0.003
Li  0.460  -0.779  -1.370  0.000
H  -2.085  -1.639  1.457  0.010
H  -2.040  -1.243  -0.380  0.015
H  -2.116  0.665  2.010  0.008
H  -3.300  0.473  0.611  0.032

Cartesian forces, eV/Å:
-4.2 1.5 -0.2
-0.3 -1.8 0.2
0.3 -0.8 0.9
4.4 0.6 0.5
0.2 2.7 -1.8
0.0 -1.8 1.2
-0.1 -1.2 0.8
0.0 0.1 0.4
-0.2 0.6 -0.7
0.2 -0.3 -0.5
-0.1 -0.1 0.3
-0.4 -0.4 0.0
0.4 0.8 -1.0

---

charge of number 1 (C25H32BeBr3CaClF6IN6O19S2)?
-1